Run 1
Formula: C5H13NO2
Source: OMol25
Level of theory: ωB97M-V/def2-TZVPD

```
21
C5H13NO2 | OMol25 | ωB97M-V/def2-TZVPD
O -2.138 -2.028 -1.439
O 1.181 2.842 0.621
N 0.245 -1.202 0.161
C 0.689 0.244 -0.074
C -0.003 2.359 0.928
C 0.992 0.316 -1.615
C -0.443 1.018 0.273
C -0.001 -1.474 1.704
H 0.237 -0.324 -2.208
H -1.357 -1.755 -1.069
H 1.131 -1.580 -0.142
H 0.639 -0.715 2.462
H 2.058 -0.183 -1.742
H -1.070 -1.379 2.032
H -0.472 2.057 -0.343
H -1.379 0.527 0.308
H 1.670 0.502 0.448
H 0.915 1.339 -2.060
H 0.415 -2.400 2.037
H -0.771 2.996 1.374
H -2.540 -1.158 -1.655
```

Computed properties:
charge: 0
2S+1: 1
LUMO: 0.62 eV
highest occupied orbital energy: -9.8 eV

---

Run 2
Formula: C5H13NO2
Source: OMol25
Level of theory: ωB97M-V/def2-TZVPD

```
21
C5H13NO2 | OMol25 | ωB97M-V/def2-TZVPD
O -1.156 -1.955 0.295
O 0.749 2.045 0.089
N 0.839 0.575 2.237
C -0.155 -0.385 2.112
C 0.297 -0.623 -1.570
C -0.898 -0.130 -1.167
C -1.792 -0.973 -0.342
C 1.358 0.281 -2.067
H 0.446 2.832 0.531
H -0.999 0.950 -1.194
H -1.168 0.019 2.021
H 1.765 0.123 2.255
H -2.474 -1.469 -1.082
H -2.460 -0.400 0.328
H 1.319 1.029 -1.253
H 1.186 0.780 -3.022
H 0.789 1.281 1.413
H 2.306 -0.241 -2.038
H -0.047 -1.081 2.937
H 0.477 -1.685 -1.595
H -0.383 -0.973 1.113
```

Computed properties:
charge: 0
2S+1: 1
LUMO: -3.42 eV
highest occupied orbital energy: -8.6 eV

---

Most stable = run 1

---

Run 1
Formula: C5H13NO2
Source: OMol25
Level of theory: ωB97M-V/def2-TZVPD

```
21
C5H13NO2 | OMol25 | ωB97M-V/def2-TZVPD
O -2.248 -1.047 -1.054
O -2.370 -0.621 2.419
N 0.416 0.140 -1.912
C 1.596 0.789 1.614
C 0.758 -0.833 -2.945
C 1.001 1.001 0.275
C 0.995 1.299 2.689
C 1.105 0.105 -0.700
H 0.232 1.049 -2.311
H 0.552 -1.854 -2.616
H -1.304 -0.897 -0.868
H 2.555 0.283 1.707
H -2.816 -0.946 1.599
H 1.727 -0.647 -3.385
H -2.042 -1.675 -1.760
H 0.132 1.940 2.559
H 1.680 -0.806 -0.531
H 1.470 1.083 3.635
H -1.449 -0.664 2.116
H 0.068 -0.787 -3.804
H 0.602 2.006 0.262
```

Computed properties:
SMILES: C=C/C=C/NC.O.O
charge: 0
2S+1: 1
LUMO: 0.62 eV
highest occupied orbital energy: -8.1 eV

---

Run 2
Formula: C5H13NO2
Source: OMol25
Level of theory: ωB97M-V/def2-TZVPD

```
21
C5H13NO2 | OMol25 | ωB97M-V/def2-TZVPD
O -0.421 -2.781 -0.522
O -1.228 2.517 0.864
N 0.485 1.677 -0.891
C -0.526 -1.140 1.324
C 0.410 -0.116 0.753
C 1.439 -0.404 -1.591
C 0.334 0.217 -0.745
C -0.930 -2.269 0.508
H 0.135 2.078 0.032
H 1.509 0.096 -2.556
H -1.561 -1.172 0.523
H 2.396 -0.525 -1.079
H 0.415 1.744 1.687
H 1.485 -0.279 0.897
H -0.619 -0.045 -1.172
H 0.333 0.968 1.220
H -2.144 2.829 0.895
H 1.120 -1.440 -1.634
H -0.019 2.042 -1.693
H -1.568 -3.067 0.952
H -1.042 -0.930 2.229
```

Computed properties:
charge: 0
2S+1: 1
LUMO: -2.29 eV
highest occupied orbital energy: -8.6 eV

---

Run 3
Formula: C5H13NO2
Source: OMol25
Level of theory: ωB97M-V/def2-TZVPD

```
21
C5H13NO2 | OMol25 | ωB97M-V/def2-TZVPD
O 2.118 0.872 -1.512
O 4.457 0.966 1.153
N -0.528 -1.387 -0.597
C 1.065 0.285 -1.491
C -1.636 0.247 0.973
C -2.147 1.272 -0.047
C 0.784 -0.772 -0.457
C -1.551 -1.178 0.414
H -1.459 1.422 -0.877
H -2.413 2.180 0.494
H -3.063 0.924 -0.500
H 0.950 -0.406 0.563
H -0.535 -2.321 -0.965
H -1.441 -1.876 1.263
H 3.783 0.735 0.503
H 0.322 0.518 -2.274
H -0.701 0.595 1.376
H 1.547 -1.554 -0.561
H -2.343 0.153 1.789
H 5.314 0.718 0.781
H -2.523 -1.393 -0.030
```

Computed properties:
SMILES: CCCNCC=O.O
charge: 0
2S+1: 1
LUMO: 0.86 eV
highest occupied orbital energy: -8.9 eV

---

Most stable = run 3

---

Run 1
Formula: C5H13NO2
Source: OMol25
Level of theory: ωB97M-V/def2-TZVPD

```
21
C5H13NO2 | OMol25 | ωB97M-V/def2-TZVPD
O 1.018 0.015 -1.924
O -2.046 -1.431 -2.532
N -0.378 0.460 -0.154
C 1.586 0.456 1.368
C 0.353 -0.333 0.857
C 0.176 0.686 -1.381
C -1.127 1.542 0.435
C 0.832 -1.706 0.402
H -0.183 1.602 -1.878
H 1.523 1.522 1.148
H -2.254 -1.629 -1.600
H -1.635 1.204 1.337
H 0.031 -2.330 0.006
H 1.350 -2.178 1.217
H -0.555 2.416 0.754
H 2.499 0.064 0.963
H 1.580 -1.633 -0.368
H -2.280 -0.493 -2.526
H -1.851 1.897 -0.278
H 1.679 0.382 2.457
H -0.317 -0.514 1.698
```

Computed properties:
SMILES: CC(C)N(C)C=O.O
charge: 0
2S+1: 1
LUMO: 0.63 eV
highest occupied orbital energy: -9.4 eV

---

Run 2
Formula: C5H13NO2
Source: OMol25
Level of theory: ωB97M-V/def2-TZVPD

```
21
C5H13NO2 | OMol25 | ωB97M-V/def2-TZVPD
O 0.417 0.762 -2.914
O -2.889 -0.591 0.269
N -0.094 1.368 -0.167
C 2.422 -0.938 0.006
C 0.312 -0.688 1.338
C -0.635 0.029 0.192
C -2.085 0.153 0.630
C 1.827 -0.498 1.303
H -0.218 -0.294 2.204
H 0.830 1.333 -0.452
H -0.787 -0.632 -0.764
H 2.202 -0.986 2.067
H 0.009 -1.674 1.217
H 3.465 -0.498 -0.127
H 1.852 -0.428 -0.896
H -0.403 0.608 -2.632
H -0.111 2.106 0.639
H 2.429 -2.061 0.004
H -2.415 0.999 1.342
H 0.385 1.694 -2.659
H 2.142 0.533 1.582
```

Computed properties:
SMILES: CCC[C@H](N)C=O.O
charge: 0
2S+1: 1
LUMO: 0.84 eV
highest occupied orbital energy: -9.4 eV

---

Most stable = run 1

---

Run 1
Formula: C5H13NO2
Source: OMol25
Level of theory: ωB97M-V/def2-TZVPD

```
21
C5H13NO2 | OMol25 | ωB97M-V/def2-TZVPD
O 4.762 -1.322 0.182
O 0.972 1.816 1.466
N 0.005 0.109 0.330
C -1.029 1.174 -1.667
C 1.022 1.068 0.486
C -0.366 -0.096 -1.101
C -1.118 0.203 1.284
C -2.030 -0.915 1.099
H -0.776 0.274 2.305
H -0.917 2.087 -1.101
H 4.054 -1.619 -0.520
H -1.661 -1.730 0.475
H 1.966 0.891 0.014
H -0.613 1.310 -2.623
H -2.186 -1.421 1.955
H 5.435 -2.002 -0.119
H -1.220 -0.856 -1.045
H -3.047 -0.669 0.672
H 0.500 -0.565 -1.581
H -1.666 1.170 1.259
H -2.086 1.092 -1.770
```

Computed properties:
SMILES: CCN(C=O)CC.O
charge: 0
2S+1: 1
LUMO: 0.54 eV
highest occupied orbital energy: -9.2 eV

---

Run 2
Formula: C5H13NO2
Source: OMol25
Level of theory: ωB97M-V/def2-TZVPD

```
21
C5H13NO2 | OMol25 | ωB97M-V/def2-TZVPD
O -1.963 1.433 0.300
O -1.810 -0.751 0.066
N 0.649 -0.480 1.029
C -1.106 0.427 -0.138
C 0.826 -0.278 2.460
C 1.935 -1.114 0.201
C -0.300 0.696 -1.239
C -0.794 0.741 -2.657
H 1.742 -1.361 -0.837
H 0.513 1.393 -1.076
H 0.210 -0.988 3.033
H -2.514 -0.625 0.713
H 2.108 -2.034 0.773
H -0.016 -1.246 0.959
H 0.571 0.747 2.719
H -1.114 -0.245 -3.013
H 2.795 -0.462 0.321
H -1.666 1.397 -2.768
H -1.905 2.181 -0.303
H 1.843 -0.503 2.784
H -0.004 1.072 -3.329
```

Computed properties:
SMILES: CC=C(O)O.CNC
charge: 0
2S+1: 1
LUMO (spin up / spin down): 0.65 / 0.65 eV
highest occupied orbital energy (spin up / spin down): -6.2 / -6.2 eV

---

Run 3
Formula: C5H13NO2
Source: OMol25
Level of theory: ωB97M-V/def2-TZVPD

```
21
C5H13NO2 | OMol25 | ωB97M-V/def2-TZVPD
O 2.664 3.109 -0.468
O 2.572 2.479 -3.290
N -0.333 -1.196 2.315
C -1.553 0.940 -1.207
C -1.148 -3.250 1.340
C -1.354 -1.105 0.118
C -1.089 0.310 -0.126
C -0.902 -1.776 1.197
H -2.080 -3.567 0.886
H -2.105 0.454 -2.000
H 3.152 3.875 -0.150
H -1.822 -1.687 -0.664
H 0.002 -0.256 2.207
H -0.327 -3.913 1.041
H 1.712 3.248 -0.435
H -1.114 -3.498 2.414
H -0.183 -1.672 3.177
H 2.519 2.567 -2.319
H -1.528 2.024 -1.256
H -0.519 0.848 0.621
H 3.437 2.066 -3.401
```

Computed properties:
SMILES: C=C/C=C(/C)N.O.O
charge: 0
2S+1: 1
LUMO: 0.54 eV
highest occupied orbital energy: -7.4 eV

---

Run 4
Formula: C5H13NO2
Source: OMol25
Level of theory: ωB97M-V/def2-TZVPD

```
21
C5H13NO2 | OMol25 | ωB97M-V/def2-TZVPD
O 1.491 -0.684 -0.953
O -0.875 0.013 -2.376
N -0.012 -2.413 -1.050
C 0.222 1.772 1.906
C 1.116 -1.823 -1.347
C -0.828 2.151 2.953
C -0.417 1.154 0.708
C -0.585 -0.206 0.669
H -0.533 1.879 3.964
H -0.725 -0.911 -2.066
H -1.766 1.645 2.743
H -0.376 -0.851 1.499
H 0.909 1.062 2.333
H -0.843 1.668 -0.149
H -0.006 -3.363 -1.399
H 0.029 0.357 -2.314
H 0.870 2.610 1.661
H -1.150 -0.668 -0.112
H 1.875 -2.410 -1.897
H 0.508 0.315 0.365
H -1.046 3.216 2.972
```

Computed properties:
charge: 0
2S+1: 1
LUMO: -0.33 eV
highest occupied orbital energy: -8.4 eV

---

Most stable = run 3

---

Run 1
Formula: C5H13NO2
Source: OMol25
Level of theory: ωB97M-V/def2-TZVPD

```
21
C5H13NO2 | OMol25 | ωB97M-V/def2-TZVPD
O 1.544 2.759 -0.927
O 1.619 -0.273 0.172
N -1.197 -1.396 -0.313
C 0.054 1.985 0.689
C -1.438 -2.268 0.558
C 0.375 2.147 -0.623
C -0.394 1.548 -1.753
C -0.461 -2.924 1.486
H -0.204 -1.136 -0.351
H 1.113 0.600 0.616
H -0.942 1.658 0.934
H 0.258 0.941 -2.383
H 0.544 2.604 1.425
H -2.478 -2.586 0.668
H -0.745 -2.727 2.521
H 1.721 2.678 -1.873
H -1.195 0.914 -1.387
H -0.478 -4.007 1.344
H -0.817 2.352 -2.363
H 0.545 -2.546 1.310
H 2.577 -0.321 0.251
```

Computed properties:
SMILES: [H]/N=C\C.C=C(C)O.O
charge: 0
2S+1: 1
LUMO: 0.69 eV
highest occupied orbital energy: -9.1 eV

---

Run 2
Formula: C5H13NO2
Source: OMol25
Level of theory: ωB97M-V/def2-TZVPD

```
21
C5H13NO2 | OMol25 | ωB97M-V/def2-TZVPD
O -2.246 -1.147 -0.175
O -2.072 -0.142 0.826
N 0.682 -0.437 1.143
C 1.269 -0.018 -0.065
C -3.519 -1.006 -0.740
C 1.051 -0.975 -1.197
C 1.888 1.154 -0.198
C 2.108 2.135 0.916
H -1.090 -0.152 0.954
H 0.693 -1.442 1.264
H 2.244 1.442 -1.173
H 1.036 0.046 1.957
H -3.581 -1.804 -1.479
H -3.633 -0.032 -1.226
H 1.382 -0.543 -2.137
H 2.514 1.646 1.804
H 1.602 -1.900 -1.026
H 2.809 2.905 0.607
H -4.303 -1.130 0.013
H 1.173 2.620 1.201
H -0.007 -1.222 -1.269
```

Computed properties:
SMILES: C/C=C(/C)N.COO
charge: 0
2S+1: 1
LUMO: 0.93 eV
highest occupied orbital energy: -8.4 eV

---

Most stable = run 1

---

Run 1
Formula: C5H13NO2
Source: OMol25
Level of theory: ωB97M-V/def2-TZVPD

```
21
C5H13NO2 | OMol25 | ωB97M-V/def2-TZVPD
O -1.652 1.458 -0.330
O 1.118 1.479 -0.608
N 2.153 -0.703 -0.840
C -1.427 0.164 0.178
C 1.438 0.102 1.366
C -2.675 -0.673 -0.082
C -0.180 -0.524 -0.515
C 1.130 0.138 -0.126
H 0.774 0.771 1.910
H 2.028 -0.680 -1.845
H 1.319 -0.909 1.742
H -0.328 -0.428 -1.592
H -2.583 -1.651 0.383
H 2.467 0.416 1.537
H -0.789 1.851 -0.523
H -3.544 -0.164 0.328
H -0.147 -1.571 -0.224
H 3.111 -0.454 -0.622
H 1.878 1.953 -0.252
H -1.267 0.222 1.268
H -2.824 -0.797 -1.152
```

Computed properties:
SMILES: C[C@H](O)C[C@@](C)(N)O
charge: 0
2S+1: 1
LUMO: 0.70 eV
highest occupied orbital energy: -9.7 eV

---

Run 2
Formula: C5H13NO2
Source: OMol25
Level of theory: ωB97M-V/def2-TZVPD

```
21
C5H13NO2 | OMol25 | ωB97M-V/def2-TZVPD
O -2.542 -0.715 0.390
O -1.883 0.491 -1.469
N 0.115 -0.799 1.447
C 0.875 -0.383 -0.817
C -0.041 -0.009 0.280
C -1.534 -0.518 -0.563
C 2.479 -0.139 -0.253
C -0.099 1.468 0.613
H 0.832 -1.444 -1.056
H -2.577 0.077 0.944
H -0.524 -0.561 2.195
H 2.678 0.898 0.005
H -0.619 1.663 1.551
H 0.898 1.890 0.680
H 0.754 0.247 -1.692
H 3.152 -0.442 -1.052
H -0.624 2.022 -0.162
H -2.752 0.297 -1.846
H 2.640 -0.767 0.620
H -1.461 -1.488 -1.078
H 0.234 -1.787 1.263
```

Computed properties:
SMILES: CC[C@](C)(N)C(O)O
charge: 0
2S+1: 1
LUMO: 0.76 eV
highest occupied orbital energy: -8.5 eV

---

Most stable = run 1